Molecular formula: C65H57F2NO12S2
Method: DFT, the ωB97M-V functional and the def2-TZVPD basis

XYZ file:
```
139
Properties=species:S:1:pos:R:3:forces:R:3
C 3.060 -4.096 1.983 -0.7966 0.6512 0.7994
C 1.629 -4.836 1.897 0.1213 -0.0157 0.6128
C 1.464 -5.902 0.723 0.1835 -0.6399 1.9344
C 0.373 -5.636 -0.412 1.6487 -0.4130 -0.3263
S 0.300 -7.347 -1.233 0.1032 0.1999 -0.4149
C 0.717 -4.446 -1.490 0.9406 -1.0620 -0.2420
C 0.090 -4.879 -2.898 -1.5481 -0.1224 -0.5378
C -0.150 -3.776 -4.028 -0.6052 -0.4445 -1.1637
O 0.321 -4.307 -5.327 -1.1873 0.0016 0.5549
C 2.330 -4.390 -1.729 0.7705 0.8424 0.3086
F 2.848 -5.678 -2.195 -1.2451 1.9169 0.5532
C 2.822 -3.268 -2.749 1.5026 -0.1127 -0.6122
C 4.454 -3.221 -2.695 -0.5741 0.9902 0.6042
C 0.239 -2.977 -0.948 2.4590 0.5242 -1.9596
F 1.283 -2.485 -0.048 -2.0179 -1.0551 -0.6280
C -1.252 -2.782 -0.518 -1.7853 0.9744 -0.7872
C -1.731 -2.198 0.863 -0.3519 0.5477 1.1672
C -0.757 -1.874 2.056 -1.8939 2.0931 3.5114
O -1.290 -1.306 3.071 1.9493 -2.1328 -3.8786
C -2.049 -1.897 -1.648 -0.7707 -0.7420 0.7119
C -1.486 -0.484 -2.012 1.0886 0.2472 -1.1732
C -0.923 0.467 -0.882 -2.1524 4.0494 0.8300
O -1.538 1.566 -0.681 1.9405 -4.2657 -0.6257
N 0.261 0.239 -0.036 0.1151 0.8397 -2.0067
C 1.536 0.517 -0.717 4.3049 0.3547 -0.9554
C 1.744 0.808 -2.221 2.5126 -0.2040 1.9392
C 3.168 1.038 -2.809 0.4294 -0.7053 3.4176
C 4.453 1.009 -1.920 -4.4141 -0.6487 1.6611
C 4.226 0.761 -0.393 -2.7512 -0.0089 -1.7928
C 2.815 0.513 0.204 0.3669 0.5621 -3.4819
O -1.983 -4.067 -0.690 1.9575 -0.6984 1.1859
S -1.360 -5.314 0.195 -4.9358 -5.5904 3.1729
O -2.227 -6.518 -0.165 2.5383 4.0170 -0.3282
O -1.492 -5.213 1.699 1.4799 1.7343 -3.6102
H 3.489 -4.268 3.040 -0.4286 0.1450 -1.8313
H 2.847 -2.959 1.933 0.7315 -1.7866 -0.2384
H 3.812 -4.426 1.186 -1.0775 0.5335 1.1603
H 1.489 -5.375 2.911 0.0009 0.8016 -1.7840
H 0.785 -4.078 1.826 1.2107 -0.9778 0.1916
H 1.142 -6.892 1.235 0.4134 1.6926 -0.9073
H 2.524 -6.146 0.327 -2.0616 0.4932 -0.0611
H 0.086 -8.271 -0.221 0.0606 1.3777 -0.2714
H -0.962 -5.324 -2.695 1.7945 0.5794 -0.2648
H 0.687 -5.713 -3.435 -0.6558 1.4675 1.3041
H -1.287 -3.634 -4.201 1.8665 0.2783 0.7720
H 0.403 -2.789 -3.916 -0.9049 -1.2467 0.1420
H -0.472 -4.655 -5.805 1.1367 0.4330 0.6578
H 2.916 -4.193 -0.759 -1.2330 -0.3665 -1.3522
H 2.562 -3.475 -3.848 -0.0243 0.0190 1.7253
H 2.486 -2.198 -2.490 0.2155 -1.7451 -0.1606
H 4.850 -2.594 -3.581 -0.5864 -1.2649 1.3628
H 4.725 -2.622 -1.741 -0.2482 -1.0771 -1.4446
H 4.920 -4.259 -2.635 -0.6748 1.4781 -0.3065
H 0.447 -2.300 -1.866 -0.6586 -1.0628 1.5522
H -2.341 -1.222 0.702 1.3042 -1.4587 0.1946
H -2.537 -2.903 1.313 1.5600 0.9566 -0.8004
H 0.362 -2.048 2.163 -1.3280 -0.1613 -0.8798
H -3.125 -1.777 -1.234 1.7806 -0.2652 -0.5980
H -2.159 -2.540 -2.583 0.3461 0.9885 1.1558
H -0.640 -0.616 -2.795 -1.2560 0.1335 1.3025
H -2.302 0.106 -2.582 1.3697 -0.8883 1.1977
H 0.185 0.910 0.755 -0.1151 -0.5559 -0.7663
H 0.859 0.859 -2.932 1.3595 -0.0165 1.0982
H 3.300 1.217 -3.927 -0.4055 -0.2568 1.7667
H 5.500 1.160 -2.349 -1.8087 -0.2225 0.6921
H 5.112 0.760 0.322 -1.4003 0.0050 -1.0908
H 2.667 0.332 1.333 0.4036 0.2943 -2.0655
O -5.096 0.357 -10.101 0.1415 -0.0596 0.3135
C -4.581 0.183 -9.010 -0.4042 0.1701 -0.9044
C -3.542 1.112 -8.512 0.2484 0.2879 0.0328
C -3.165 2.207 -9.291 0.1399 0.1800 0.0352
C -2.219 3.107 -8.813 -0.1176 -0.1740 0.0259
C -1.646 2.918 -7.557 -0.0974 -0.1819 0.0329
C -2.006 1.818 -6.786 0.1168 0.2104 -0.0863
C -2.951 0.909 -7.265 0.1388 0.3082 -0.0936
C -3.314 -0.268 -6.445 0.4009 -0.1170 0.7532
O -2.757 -0.475 -5.378 -0.0824 0.0081 -0.1381
C -4.367 -1.186 -6.933 -0.2167 -0.2935 0.0073
C -4.744 -2.279 -6.152 -0.1777 -0.1690 -0.0450
C -5.755 -3.129 -6.587 0.1310 0.1480 -0.0032
C -6.394 -2.889 -7.802 0.1368 0.1900 -0.0541
C -6.010 -1.808 -8.589 -0.1157 -0.2107 0.0901
C -4.992 -0.957 -8.159 -0.2114 -0.3335 0.1549
H -3.612 2.363 -10.268 -0.0440 -0.1573 0.1678
H -1.931 3.961 -9.418 -0.0411 -0.0985 0.0600
H -0.917 3.628 -7.180 -0.0764 -0.0864 -0.0343
H -1.553 1.674 -5.811 -0.1448 -0.1158 -0.1256
H -4.254 -2.469 -5.202 0.0053 0.1718 -0.1452
H -6.050 -3.976 -5.976 0.0369 0.0983 -0.0588
H -7.190 -3.547 -8.136 0.0923 0.0799 0.0259
H -6.510 -1.629 -9.536 0.1896 0.1068 0.1043
O 5.393 1.892 3.103 -0.0031 0.1529 0.1734
C 5.334 2.678 4.034 -0.0070 -0.5811 -0.6824
C 6.549 3.386 4.498 0.3611 0.1173 0.0236
C 7.765 3.166 3.850 0.2219 0.1010 0.0236
C 8.902 3.856 4.254 -0.1987 -0.0466 0.0056
C 8.829 4.769 5.304 -0.2161 -0.0492 0.0343
C 7.623 4.978 5.963 0.2527 0.0190 -0.0643
C 6.481 4.282 5.565 0.3711 0.0191 -0.1423
C 5.205 4.498 6.284 -0.0928 0.6122 0.7997
O 5.158 5.240 7.250 0.0326 -0.2053 -0.2815
C 3.986 3.806 5.807 -0.3493 -0.1088 -0.0244
C 2.770 4.029 6.454 -0.2396 -0.0824 -0.0564
C 1.613 3.410 5.993 0.2158 0.0504 -0.0012
C 1.667 2.566 4.886 0.2111 -0.0182 -0.0611
C 2.881 2.330 4.248 -0.2683 0.0233 0.1185
C 4.045 2.946 4.711 -0.3544 -0.0110 0.0449
H 7.827 2.460 3.028 -0.1775 0.0778 0.1250
H 9.847 3.687 3.747 -0.1082 0.0107 0.0484
H 9.715 5.317 5.611 -0.1005 -0.0613 -0.0196
H 7.573 5.687 6.783 -0.1617 -0.1526 -0.0870
H 2.720 4.689 7.314 0.1783 -0.0579 -0.1449
H 0.667 3.588 6.495 0.0988 -0.0103 -0.0710
H 0.762 2.091 4.521 0.0842 0.0665 0.0432
H 2.916 1.670 3.387 0.1778 0.1215 0.1237
O -1.678 4.348 3.892 -0.2086 -0.0267 0.2052
C -2.722 4.215 4.508 0.7729 0.0244 -0.5102
C -3.471 2.939 4.453 -0.0617 -0.3294 -0.0792
C -2.965 1.875 3.706 -0.0936 -0.2177 0.0005
C -3.641 0.660 3.681 -0.0890 0.1412 -0.0424
C -4.823 0.503 4.403 0.0094 0.3026 0.0747
C -5.339 1.568 5.134 0.0210 -0.2429 -0.0928
C -4.667 2.790 5.156 0.0593 -0.3144 -0.1201
C -5.233 3.923 5.922 -0.8863 -0.1860 0.4396
O -6.306 3.810 6.492 0.3088 0.0697 -0.1448
C -4.475 5.192 5.993 0.1033 0.3784 0.0951
C -4.980 6.256 6.743 0.0879 0.2248 0.0615
C -4.259 7.440 6.843 -0.0255 -0.2021 -0.0723
C -3.032 7.567 6.197 -0.0079 -0.2084 -0.0945
C -2.532 6.514 5.437 -0.0228 0.2355 0.1233
C -3.255 5.325 5.330 -0.0301 0.3701 0.2061
H -2.042 1.989 3.147 -0.1174 0.1286 0.1183
H -3.243 -0.167 3.104 0.0050 0.1285 0.1567
H -5.343 -0.450 4.393 0.0492 0.1059 0.0005
H -6.263 1.441 5.690 0.1349 0.1952 -0.0369
H -5.934 6.161 7.253 0.1271 -0.1590 -0.1280
H -4.652 8.265 7.429 0.0342 -0.0974 -0.0618
H -2.465 8.488 6.283 -0.0543 -0.1060 -0.0228
H -1.576 6.621 4.934 -0.1623 -0.1727 -0.0115
```
Forces are in eV/Å.

Properties
Molar mass: 1146.3 g/mol
E_tot: -121486.7424 eV
E_HOMO: -8.743 eV
E_LUMO: -1.4 eV
Frontier orbital gap: 7.4 eV
Max |F|: 8.10 eV/A